i:
Computed, not measured: C4H5NS in the gas phase, with ωB97M-V/def2-TZVPD.

Element x y z (Å)
C 1.4732 0.2700 1.6229
C 0.4032 -0.6086 0.9567
C 1.7298 -1.1846 0.7194
C -0.3668 0.0479 -0.1573
N 2.4137 -0.6187 1.7994
S -1.5636 1.1864 0.6652
H -0.3295 -1.3260 1.4867
H 2.0508 -1.3589 -0.3138
H -0.9004 -0.5635 -0.8321
H 0.1990 0.6605 -0.7549
H -1.2216 0.6726 1.8498

For the frontier orbital gap, the calculation gives 8.85 eV. Its LUMO energy is -0.1 eV. The calculation puts the molar mass at 99.16 g/mol. For the HOMO energy, the calculation gives -0.327 Ha. The structure (SMILES) is SC[C@@H]1C2=N[C@H]21.

---

ii:
Computed, not measured: a molecular structure, C4H5NS, with ωB97M-V/def2-TZVPD.

Element x y z (Å)
C -0.5394 -1.0114 -0.2155
C 0.3930 0.9829 0.2164
C -1.1652 -1.9584 0.2129
C 1.4163 0.4048 -0.6619
N 0.1455 -0.0386 -0.8534
S 2.6873 -0.7061 0.2825
H 4.3366 -0.2183 -0.2763
H 0.1416 0.6811 1.1211
H -0.0397 2.0026 -0.0491
H -1.6622 -2.6327 0.8482
H 1.9484 0.9621 -1.4099

For the frontier orbital gap, the calculation gives 8.56 eV. Its LUMO energy is -0.3 eV. The calculation puts the molar mass at 99.16 g/mol. For the HOMO energy, the calculation gives -0.327 Ha.

---

iii:
Computed, not measured: C4H5NS in the gas phase, with ωB97M-V/def2-TZVPD.

Element x y z (Å)
C -0.8678 1.6837 0.2436
C -0.7355 -0.4712 -0.7295
C 1.1069 -0.1142 1.0398
C 0.5730 -0.8204 -0.0505
N -1.2800 0.7709 -0.4584
S 2.0564 0.3089 -0.3752
H -1.2355 2.6029 0.5942
H -0.6663 -0.8263 -1.7211
H -1.3889 -1.1008 -0.1880
H 1.6786 -0.1231 1.9934
H 0.7590 -1.9104 -0.3482

For the frontier orbital gap (spin up / spin down), the calculation gives 8.06 / 7.09 eV. Its LUMO energy (spin up / spin down) is 0.6 / 0.1 eV. The calculation puts the molar mass at 99.16 g/mol. For the HOMO energy (spin up / spin down), the calculation gives -0.273 / -0.258 Ha.

---

i is preferred energetically. Next in line: 0.0176 hartree higher.

---

i:
Computed, not measured: 2 unconnected molecules or ions with the total composition C4H14N2O2, with ωB97M-V/def2-TZVPD.

Element x y z (Å)
C 2.1993 0.5026 -0.1219
O 2.8318 1.6598 0.3820
C 0.7219 0.4107 0.3061
C 0.2060 -0.9650 -0.0961
C -1.1500 -1.3341 0.5386
N -1.0608 -1.6375 1.9942
N 0.1037 1.6124 -0.1794
H 2.7787 -0.3094 0.3116
H 2.2313 0.4114 -1.2172
H 0.7638 0.3631 1.3928
H 0.0855 -1.2002 -1.1611
H 0.9323 -1.7180 0.2350
H -1.7922 -0.4642 0.4268
H -1.5201 -2.2504 0.0877
H -1.3187 -0.8426 2.5550
H -0.0976 -1.8417 2.2273
H 2.2566 2.4244 0.2519
H -0.9066 1.5678 -0.1448
H 0.4016 1.8560 -1.1135
H -2.6762 -0.1676 -2.4712
H -2.6987 1.3717 -2.2410
O -2.2917 0.5506 -1.9627

For the frontier orbital gap, the calculation gives 9.49 eV. Its LUMO energy is 0.4 eV. The calculation puts the molar mass at 122.17 g/mol. For the HOMO energy, the calculation gives -0.332 Ha. The structure (SMILES) is NCC[C@H](N)CO.O.

---

ii:
Computed, not measured: 2 unconnected molecules or ions with the total composition C4H14N2O2, with ωB97M-V/def2-TZVPD.

Element x y z (Å)
C 0.6623 -0.3352 0.7553
C 1.5606 -0.0037 1.9439
C 0.1473 2.0728 0.1057
N -0.3662 0.7578 0.4898
N 1.4573 -0.4126 -0.4570
O -0.0660 -1.4759 1.0269
H -0.8421 -1.5218 0.3164
H -0.9252 0.8325 1.3371
H 0.9000 -0.8228 -1.1996
H 2.2582 -1.0119 -0.3006
H 2.1657 -0.8780 2.1741
H 2.2135 0.8352 1.7146
H 0.9508 0.2255 2.8150
H 0.6698 2.5694 0.9268
H -0.6892 2.6991 -0.2039
H 0.8380 1.9360 -0.7223
C -1.9243 -1.1103 -2.1177
O -1.8616 -0.8759 -0.7363
H -1.3010 0.0784 -0.3495
H -0.9308 -1.1328 -2.5915
H -2.5197 -0.3458 -2.6310
H -2.3978 -2.0798 -2.2961

For the frontier orbital gap, the calculation gives 10.30 eV. Its LUMO energy is 0.9 eV. The calculation puts the molar mass at 122.17 g/mol. For the HOMO energy, the calculation gives -0.347 Ha. The structure (SMILES) is CN[C@](C)(N)O.CO.

---

ii is preferred energetically. Next in line: 0.0022 hartree higher.

---

i:
Computed, not measured: 2 unconnected molecules or ions with the total composition C4H14N2O2, with ωB97M-V/def2-TZVPD.

Element x y z (Å)
C 1.4235 0.5306 1.9057
N 1.4390 -0.5276 0.9654
C 0.3281 -0.4576 0.0287
C -0.4758 0.8701 -0.0123
O -1.3943 0.9699 -0.9771
C -0.7714 -1.5155 0.5465
N -1.6991 -1.8957 -0.5520
H 1.8579 1.4601 1.4631
H 1.9636 0.1324 2.7535
H 0.3570 0.5280 2.3764
H 2.3668 -0.8749 0.7010
H 0.6895 -0.7007 -0.9819
H 0.1996 1.7028 -0.2111
H -0.8977 1.0426 1.0609
H -1.9887 0.1187 -1.0414
H -1.4796 -1.2212 1.3716
H -0.1587 -2.4360 0.9141
H -2.3890 -2.5469 -0.2013
H -1.2481 -2.4800 -1.2993
H 0.4268 1.9540 -2.3039
H 0.4358 2.9695 -3.5374
O 1.0149 2.3774 -2.9693

For the frontier orbital gap, the calculation gives 9.30 eV. Its LUMO energy is 0.9 eV. The calculation puts the molar mass at 122.17 g/mol. For the HOMO energy, the calculation gives -0.309 Ha. The structure (SMILES) is CN[C@@H](CN)CO.O.

---

ii:
Computed, not measured: a molecular structure, C4H14N2O2, with ωB97M-V/def2-TZVPD.

Element x y z (Å)
C 2.9403 1.7214 -0.4881
N 2.0721 0.6556 -0.2835
C -0.4102 0.0290 0.7750
C 0.1485 -1.2347 0.0916
O -0.5322 -2.3730 0.2116
C -1.0605 0.9668 -0.2784
N -2.2258 0.4184 -0.8985
H 2.3955 2.6202 -0.7067
H 3.7068 1.4583 -1.2010
H 3.5010 1.9376 0.4334
H 2.7489 -0.1458 -0.2137
H 0.3909 0.4566 1.3717
H 1.1696 -1.4362 0.4812
H 0.1133 -0.9786 -1.0151
H -3.2833 -2.5317 1.1839
H -0.2519 1.1902 -1.0116
H -1.3437 1.8668 0.2780
H -2.7042 -0.1848 -0.2794
H -1.9860 -0.1073 -1.7092
H -1.5368 -2.1475 0.7116
H -1.1781 -0.3858 1.4567
O -2.6741 -1.7955 1.0907

For the frontier orbital gap, the calculation gives 3.77 eV. Its LUMO energy is -4.7 eV. The calculation puts the molar mass at 122.17 g/mol. For the HOMO energy, the calculation gives -0.310 Ha.

---

iii:
Computed, not measured: 2 unconnected molecules or ions with the total composition C4H14N2O2, with ωB97M-V/def2-TZVPD.

Element x y z (Å)
C 0.1808 -0.9141 1.0353
C -0.2962 0.1192 0.0313
C -0.3594 -0.5318 -1.4229
O -1.0176 -1.8124 -1.1057
N 0.6091 1.2663 -0.2394
C 0.2350 2.3895 0.6233
N 0.7880 3.6026 0.1524
H 0.4198 -0.5168 2.0324
H 1.1954 -1.3925 0.7464
H -0.4766 -1.7961 1.2607
H -1.2810 0.4009 0.4254
H -1.0470 -0.1268 -2.1103
H 0.6415 -0.7986 -1.8122
H -1.9014 -1.6710 -0.7894
H 1.5440 1.0130 -0.1240
H 0.2526 2.1900 1.7712
H -0.7834 2.5466 0.4045
H 1.6768 3.8811 0.4878
H 0.7005 3.7217 -0.8053
H -0.3555 -4.4972 -0.6854
H -0.2420 -3.0946 -0.0622
O -0.4835 -3.9791 0.1860

For the frontier orbital gap, the calculation gives 9.91 eV. Its LUMO energy is 0.8 eV. The calculation puts the molar mass at 122.17 g/mol. For the HOMO energy, the calculation gives -0.334 Ha. The structure (SMILES) is C[C@H](CO)NCN.O.

---

iv:
Computed, not measured: 2 unconnected molecules or ions with the total composition C4H14N2O2, with ωB97M-V/def2-TZVPD.

Element x y z (Å)
N 1.6056 -1.0038 -0.5439
C 0.4515 -0.1775 -0.2291
C 0.1901 -0.1097 1.2839
C 1.3532 0.5853 2.0240
O 1.9523 -0.3468 2.9724
C -0.8558 -0.6579 -0.9127
N -0.7239 -0.4996 -2.3638
H 1.7453 -0.9132 -1.5473
H 1.4459 -2.0090 -0.4587
H 2.2454 -1.1003 2.4373
H 0.7290 0.8057 -0.6206
H 0.0093 -1.0931 1.7080
H -0.6915 0.5210 1.4342
H 2.1497 0.8972 1.3426
H 1.0990 1.4062 2.6917
H -1.6939 -0.1454 -0.4237
H -1.0308 -1.6771 -0.5656
H -1.2983 -1.1387 -2.8814
H -0.9674 0.4581 -2.5955
H -1.8949 1.5978 -0.8458
H -3.2845 2.2964 -1.2560
O -2.5353 2.3045 -0.6500

For the frontier orbital gap, the calculation gives 10.01 eV. Its LUMO energy is 0.6 eV. The calculation puts the molar mass at 122.17 g/mol. For the HOMO energy, the calculation gives -0.346 Ha. The structure (SMILES) is NC[C@H](N)CCO.O.

---

iv is preferred energetically. Next in line: 0.0429 hartree higher.

---

i:
Computed, not measured: 2 unconnected molecules or ions with the total composition C4H14N2O2, with ωB97M-V/def2-TZVPD.

Element x y z (Å)
C -0.6347 -0.4186 1.5687
C -0.1466 -0.1548 0.1780
C 0.8075 1.0913 0.0794
O 2.1209 0.5717 -0.0720
N -1.2442 0.0009 -0.8059
C -1.3990 -1.2270 -1.5644
N -1.6852 -0.9828 -3.0564
H -1.1460 -1.4522 1.6427
H -1.4026 0.4043 1.9426
H 0.1045 -0.5403 2.4101
H 0.4186 -1.0781 -0.0878
H 0.4319 1.7610 -0.6792
H 0.7894 1.5740 0.9866
H 2.1648 -0.0447 -0.8578
H -2.0969 0.3591 -0.4741
H -2.2314 -1.7354 -1.1844
H -0.4433 -1.9264 -1.6623
H -2.6280 -0.5692 -3.1455
H -1.0415 -0.4199 -3.5271
H 2.3532 0.7248 2.2912
H 1.8892 1.8115 3.3373
O 1.8267 0.9607 3.1313

For the frontier orbital gap, the calculation gives 9.54 eV. Its LUMO energy is 0.8 eV. The calculation puts the molar mass at 122.17 g/mol. For the HOMO energy, the calculation gives -0.322 Ha. The structure (SMILES) is C[C@H](CO)NCN.O.

---

ii:
Computed, not measured: a molecular structure, C4H14N2O2, with ωB97M-V/def2-TZVPD.

Element x y z (Å)
C 1.4221 -0.4130 -0.8209
C -1.1092 -0.1581 -0.6486
C 1.5359 -1.6730 -0.0361
C -2.4708 -0.1614 0.0573
N 1.8392 0.7286 -0.2910
O 1.3489 -0.5996 -2.1410
H 1.1108 0.2183 -2.5995
H 1.4000 0.8658 0.6984
H 1.7752 1.5499 -0.8801
H -0.9863 -1.0836 -1.2146
H -1.0508 0.6784 -1.3599
H 1.3279 -1.4799 1.0137
H 0.8499 -2.4214 -0.4214
H 2.5624 -2.0465 -0.1236
H -2.6248 0.7631 0.6193
H -3.3117 -0.2730 -0.6380
H -2.5366 -0.9891 0.7719
N 0.0922 0.8689 1.5900
O -0.5319 2.1855 1.5142
H 0.0782 2.7613 1.9895
H -0.3348 0.4129 2.3944
H -0.3856 0.2662 0.5261

For the frontier orbital gap, the calculation gives 7.25 eV. Its LUMO energy is 0.5 eV. The calculation puts the molar mass at 122.17 g/mol. For the HOMO energy, the calculation gives -0.248 Ha.

---

iii:
Computed, not measured: 3 unconnected molecules or ions with the total composition C4H14N2O2, with ωB97M-V/def2-TZVPD.

Element x y z (Å)
C 1.5016 -0.4597 -1.4470
C 0.4654 -1.5688 -0.8808
C 0.0700 -1.0830 0.4752
C -1.0313 -0.3024 0.5812
N -1.6026 0.0165 1.8035
N 0.8958 -1.6171 1.5397
H 1.5780 -0.5197 -2.6150
H 2.4208 -0.7684 -1.0171
H 1.2504 0.5835 -1.1868
H 0.8047 -2.5569 -0.8174
H -0.3742 -1.4268 -1.6025
H -1.6047 0.2137 -0.1815
H -2.6624 0.3332 1.6348
H -1.3750 -0.3983 2.7238
H 1.5215 -2.3389 1.3640
H 0.5860 -1.3837 2.4494
H -0.2412 2.0407 -1.6644
H -1.7867 1.8706 -1.8316
O -0.8755 1.5606 -2.0818
H 0.1966 1.5473 0.6419
H 0.8932 2.8964 0.9933
O 0.5888 2.3888 0.2487

For the frontier orbital gap, the calculation gives 7.53 eV. Its LUMO energy is 0.7 eV. The calculation puts the molar mass at 122.17 g/mol. For the HOMO energy, the calculation gives -0.252 Ha. The structure (SMILES) is CC/C(N)=C/N.O.O.

---

iii is preferred energetically. Next in line: 0.0094 hartree higher.